# 1
This record from the OMol25 dataset describes a 2-piece molecular cluster, C5H9NO overall. The level of theory is ωB97M-V with the def2-TZVPD basis set.

- molar mass (g/mol) = 99.1
- HOMO-LUMO gap (eV) = 9.319
- LUMO (eV) = 0.79
- energy (eV) = -8865.4528
- structure (SMILES) = CC#CN.CC=O
- energy relative to the best compared isomer or geometry (same formula, charge and spin) (kcal/mol) = 86.70
- HOMO (eV) = -8.53
- maximum force (Eh/bohr) = 0.0858

Last column: natural (NBO) charge in e.
Positions of all 16 atoms, in Å:
C1 -0.05385 1.44284 2.22129  -0.682
C2 -0.38978 1.11908 0.84079  0.005
C3 -0.70764 0.90485 -0.31702  0.078
N1 -1.45615 0.92299 -1.52381  -0.855
H1 -0.80983 2.11915 2.63656  0.236
H2 0.91913 1.93636 2.29060  0.237
H3 -0.03165 0.53964 2.83625  0.245
H4 -2.15214 1.65458 -1.58792  0.391
H5 -1.80084 0.01956 -1.81551  0.384
C4 0.57577 -2.02118 -1.01716  -0.722
C5 1.25483 -0.78437 -0.49859  0.442
O1 1.72947 -0.74555 0.65961  -0.575
H6 1.33672 -2.77116 -1.24876  0.248
H7 -0.10686 -2.41140 -0.25953  0.235
H8 0.02162 -1.79608 -1.93241  0.208
H9 1.67119 -0.12930 -1.28440  0.126

=====

# 2
This record from the OMol25 dataset describes C25H41Cl3O2P2Tl as an isolated structure. The level of theory is ωB97M-V with the def2-TZVPD basis set.

- molar mass (g/mol) = 746.3
- HOMO-LUMO gap (spin up / spin down) (eV) = 5.940 / 5.415
- LUMO (spin up / spin down) (eV) = -3.11 / -3.75
- energy (eV) = -91512.6397
- energy relative to the best compared isomer or geometry (same formula, charge and spin) (kcal/mol) = 0.00
- HOMO (spin up / spin down) (eV) = -9.05 / -9.16
- total charge = +1
- maximum force (Eh/bohr) = 0.0671

Last column: Löwdin charge in e.
Positions of all 74 atoms, in Å:
Tl1 -1.04961 0.25048 -1.00415  0.946
C1 -0.82969 -2.23735 1.55458  -0.244
C2 0.47296 -2.55222 1.05828  -0.204
C3 0.68270 -0.81159 2.54718  -0.167
C4 -0.70229 -1.15637 2.46747  -0.222
C5 1.40543 -1.67884 1.67534  -0.218
C6 -2.09090 -2.92711 1.18805  -0.053
H1 -2.05560 -3.30015 0.15235  0.068
H2 -2.94693 -2.24986 1.28652  0.073
H3 -2.26197 -3.79398 1.84904  0.099
C7 -1.78461 -0.46649 3.18227  -0.032
H4 -2.72716 -1.01307 3.06624  0.077
H5 -1.93932 0.55815 2.80728  0.089
H6 -1.54732 -0.39228 4.25284  0.092
C8 1.23505 0.27439 3.37277  -0.013
H7 0.90086 0.16466 4.41549  0.100
H8 0.90768 1.25672 2.99732  0.051
H9 2.33200 0.25701 3.34567  0.084
C9 2.86950 -1.67391 1.47748  -0.050
H10 3.36900 -2.29593 2.23512  0.092
H11 3.25998 -0.65552 1.56597  0.075
H12 3.13537 -2.07004 0.48917  0.067
C10 0.79889 -3.61560 0.07029  -0.028
H13 1.08188 -4.54686 0.58902  0.103
H14 1.64387 -3.30725 -0.56034  0.072
H15 -0.06264 -3.83079 -0.57727  0.069
C11 -1.52501 1.91131 -6.02010  -0.181
C12 -1.89909 0.51522 -5.89845  -0.360
C13 -1.23950 -0.49093 -6.93670  -0.139
C14 0.22458 -0.31076 -7.37882  -0.189
C15 1.10890 0.16830 -6.28684  -0.118
C16 1.49933 1.45703 -6.15904  -0.142
C17 0.81064 2.66278 -6.73965  -0.161
C18 -0.66108 2.45065 -7.11692  -0.178
H16 -1.84879 -0.41172 -7.85178  0.127
H17 0.30635 0.26099 -8.32408  0.121
H18 -1.35538 -1.54468 -6.63402  0.108
H19 -0.75764 1.91751 -8.07251  0.114
H20 -2.12781 2.70257 -5.53754  0.107
H21 -2.99262 0.25992 -5.94474  0.152
H22 -1.07928 3.44257 -7.34198  0.125
H23 0.84820 3.49001 -6.00067  0.124
H24 2.42979 1.74432 -5.63604  0.118
H25 1.37142 3.02987 -7.61576  0.134
H26 0.59601 -1.30020 -7.68710  0.126
H27 1.61063 -0.64445 -5.73779  0.109
P1 -1.63175 0.73290 -4.12083  0.874
C19 -3.13592 1.66581 -3.47061  -0.138
C20 -1.52682 -1.06641 -3.82693  -0.225
P2 1.32054 1.22826 -2.43418  0.813
C21 -0.08096 1.62553 -3.64777  -0.465
C22 2.44785 0.06335 -3.30710  -0.270
C23 2.29134 2.77701 -2.34634  -0.238
H28 -3.09812 1.87046 -2.38002  0.042
H29 -4.06593 1.09799 -3.65937  0.077
H30 -3.26732 2.66139 -3.93454  0.069
H31 -0.93127 -1.51258 -4.63991  0.056
H32 -2.55801 -1.44106 -3.89379  0.083
H33 -1.08624 -1.39063 -2.86729  -0.041
H34 2.11929 3.38620 -3.23876  0.045
H35 3.35688 2.53834 -2.24634  0.062
H36 1.97341 3.32394 -1.45056  -0.001
H37 -0.23670 2.72990 -3.57996  0.095
H38 0.43995 1.47613 -4.60179  -0.017
H39 3.35327 -0.04100 -2.68688  0.061
H40 2.74160 0.37040 -4.32033  0.012
H41 1.94062 -0.91352 -3.34788  0.042
Cl1 0.62538 4.09338 2.78790  0.617
C24 -0.34333 4.21034 1.30079  -1.474
Cl2 -1.92980 4.90905 1.66192  0.606
Cl3 0.49065 5.18306 0.03358  0.584
C25 -0.49369 2.73458 0.64237  -0.831
O1 -1.64437 2.45478 0.20488  -0.208
O2 0.56836 2.04370 0.62220  -0.149

=====

# 3
This record from the OMol25 dataset describes a 2-piece molecular cluster, C4H8N2S overall. The level of theory is ωB97M-V with the def2-TZVPD basis set.

- molar mass (g/mol) = 116.2
- HOMO-LUMO gap (eV) = 9.916
- LUMO (eV) = 0.27
- energy (eV) = -18090.0354
- structure (SMILES) = CSNC#N.C=C
- energy relative to the best compared isomer or geometry (same formula, charge and spin) (kcal/mol) = 85.48
- HOMO (eV) = -9.64
- maximum force (Eh/bohr) = 0.0785

Last column: natural (NBO) charge in e.
Positions of all 15 atoms, in Å:
C1 -1.00151 0.07600 -1.10334  -0.699
S1 0.82578 -0.54712 -1.20324  0.364
N1 1.58288 1.00857 -1.85112  -0.812
C2 1.89255 1.99187 -0.96691  0.400
N2 2.19297 2.73791 -0.14280  -0.380
H1 -1.17539 0.40174 -2.18504  0.231
H2 -0.90472 0.87236 -0.34128  0.241
H3 -1.43133 -0.89655 -0.78660  0.234
H4 1.48384 1.30420 -2.85191  0.424
C3 -1.14808 -1.39761 1.71862  -0.411
C4 0.00141 -0.87374 2.07638  -0.374
H5 -2.07430 -1.04539 1.84172  0.185
H6 -1.27474 -2.33289 1.18178  0.181
H7 0.06234 0.16784 2.54289  0.207
H8 0.96830 -1.46718 2.07085  0.210

=====

# 4
This record from the OMol25 dataset describes a 2-piece molecular cluster, C7H17NO overall. The level of theory is ωB97M-V with the def2-TZVPD basis set.

- molar mass (g/mol) = 131.2
- HOMO-LUMO gap (eV) = 10.097
- LUMO (eV) = 0.85
- energy (eV) = -11071.6863
- structure (SMILES) = CCN(C)C(C)=O.CC
- energy relative to the best compared isomer or geometry (same formula, charge and spin) (kcal/mol) = 33.49
- HOMO (eV) = -9.25
- maximum force (Eh/bohr) = 0.0475

Last column: natural (NBO) charge in e.
Positions of all 26 atoms, in Å:
C1 0.46891 -2.93877 2.56107  -0.639
C2 -0.49886 -2.08233 1.78025  -0.213
N1 0.05478 -0.77716 1.44032  -0.432
C3 0.80703 -0.03712 2.44104  -0.437
C4 -0.40231 -0.08160 0.35793  0.686
C5 -1.54539 -0.58512 -0.48635  -0.722
O1 0.05765 1.02152 0.07609  -0.647
H1 0.39208 -4.01334 2.37795  0.224
H2 0.63682 -2.80364 3.63031  0.219
H3 1.50641 -2.77590 2.22618  0.213
H4 -0.82718 -2.60257 0.90789  0.209
H5 -1.38805 -1.93466 2.40926  0.180
H6 0.21064 0.27602 3.28837  0.199
H7 1.70842 -0.59942 2.68363  0.202
H8 1.32397 0.73257 1.86840  0.257
H9 -2.46636 -0.08664 -0.16836  0.245
H10 -1.45604 -0.10407 -1.46205  0.251
H11 -1.62237 -1.65809 -0.57496  0.213
C6 1.05252 2.83756 -3.51193  -0.611
C7 -0.26100 2.37579 -2.83166  -0.640
H12 1.06286 3.91624 -3.66800  0.199
H13 1.88558 2.60507 -2.86712  0.205
H14 1.16468 2.37670 -4.49244  0.200
H15 -0.87200 3.27114 -2.66887  0.198
H16 -0.00591 1.87187 -1.90656  0.249
H17 -0.98691 1.79595 -3.41038  0.193

=====

# 5
This record from the OMol25 dataset describes H22HeO11 as an isolated structure. The level of theory is ωB97M-V with the def2-TZVPD basis set.

- molar mass (g/mol) = 202.2
- HOMO-LUMO gap (eV) = 10.698
- LUMO (eV) = -0.14
- energy (eV) = -22958.6878
- energy relative to the best compared isomer or geometry (same formula, charge and spin) (kcal/mol) = 32.31
- HOMO (eV) = -10.84
- maximum force (Eh/bohr) = 0.0168

Last column: natural (NBO) charge in e.
Positions of all 34 atoms, in Å:
He1 -0.33586 -0.01511 0.25961  0.001
O1 -3.51732 1.46060 2.80859  -0.934
H1 -2.64712 1.13007 2.58558  0.469
H2 -3.37704 2.38421 3.01714  0.462
O2 3.11354 -1.73101 0.04314  -0.969
H3 3.16712 -0.95110 0.59550  0.465
H4 2.64927 -1.43825 -0.74106  0.477
O3 -2.81216 -1.56778 -1.55625  -0.945
H5 -2.99945 -2.00042 -2.38931  0.478
H6 -2.42708 -2.25370 -1.01085  0.482
O4 0.39042 -4.22130 -1.36741  -0.955
H7 0.01903 -3.73746 -0.62971  0.474
H8 0.71946 -5.03283 -0.98090  0.482
O5 -1.08961 0.70151 -2.00985  -0.973
H9 -0.82840 0.50475 -2.90945  0.470
H10 -1.64752 -0.03360 -1.75572  0.498
O6 -0.50144 1.27343 3.30912  -0.954
H11 -0.63638 1.87641 2.57806  0.480
H12 -0.44856 1.83867 4.07979  0.488
O7 1.72000 -1.13054 -2.16472  -0.960
H13 1.09828 -1.85520 -2.23217  0.504
H14 2.24275 -1.18758 -2.96454  0.488
O8 2.22572 2.32717 1.66306  -0.963
H15 2.60686 1.80297 0.95867  0.489
H16 1.84676 3.08599 1.21943  0.467
O9 -0.58340 -1.38660 2.54994  -0.966
H17 -0.83019 -0.49070 2.77947  0.487
H18 0.37378 -1.37982 2.55182  0.468
O10 -1.76451 3.41061 -1.30724  -0.963
H19 -2.37630 3.61016 -2.01585  0.461
H20 -1.66833 2.45863 -1.33420  0.492
O11 2.74106 1.18788 -1.01783  -0.967
H21 3.54270 0.74065 -1.28911  0.470
H22 2.03405 0.61925 -1.32284  0.497

=====

# 6
This record from the OMol25 dataset describes the molecule C22H20O5. The level of theory is ωB97M-V with the def2-TZVPD basis set.

- molar mass (g/mol) = 364.4
- HOMO-LUMO gap (eV) = 9.312
- LUMO (eV) = 0.52
- energy (eV) = -33374.2029
- structure (SMILES) = C#Cc1ccc([C@@H]2C=C(C(=O)O)O[C@H](OCc3ccc(CO)cc3)C2)cc1
- HOMO (eV) = -8.79
- maximum force (Eh/bohr) = 0.0181

Last column: natural (NBO) charge in e.
Positions of all 47 atoms, in Å:
C1 0.06937 7.03436 -1.60260  -0.207
C2 -0.22307 5.87313 -1.68747  -0.021
C3 -0.56732 4.50396 -1.78936  -0.137
C4 -1.89866 4.12149 -1.94900  -0.167
C5 -2.22492 2.78451 -2.05242  -0.207
C6 -1.24236 1.80043 -2.00110  -0.013
C7 -1.66221 0.34650 -2.08471  -0.271
C8 -1.87944 -0.19438 -0.70545  -0.181
C9 -1.35146 -1.33787 -0.27365  0.152
C10 -1.68159 -1.91365 1.06329  0.756
O1 -2.36885 -1.34724 1.86944  -0.573
O2 -1.18291 -3.13385 1.27675  -0.662
O3 -0.49488 -2.12519 -1.01712  -0.544
C11 0.19482 -1.43844 -2.04166  0.390
O4 1.21875 -0.63676 -1.55126  -0.548
C12 2.21794 -1.30312 -0.79336  -0.073
C13 1.80233 -1.54871 0.63460  -0.083
C14 2.03804 -2.76677 1.25578  -0.217
C15 1.62990 -2.97490 2.56119  -0.208
C16 0.97072 -1.97488 3.26342  -0.043
C17 0.48173 -2.22950 4.66577  -0.082
O5 1.27527 -3.14174 5.38877  -0.709
C18 0.74302 -0.75291 2.64385  -0.208
C19 1.15744 -0.54087 1.34288  -0.166
C20 -0.73945 -0.57877 -2.90079  -0.438
C21 0.08175 2.18525 -1.83410  -0.182
C22 0.41922 3.52108 -1.73169  -0.168
H1 0.32424 8.04916 -1.52710  0.231
H2 -2.66862 4.87772 -1.99299  0.222
H3 -3.26087 2.50084 -2.17645  0.211
H4 -2.64542 0.33991 -2.57476  0.230
H5 -2.52413 0.35446 -0.03828  0.246
H6 -0.62219 -3.39853 0.52856  0.506
H7 0.62167 -2.25758 -2.65086  0.166
H8 3.07945 -0.62722 -0.82202  0.204
H9 2.49157 -2.24669 -1.28554  0.176
H10 2.53853 -3.55814 0.71496  0.208
H11 1.80361 -3.92644 3.04132  0.228
H12 -0.51383 -2.68257 4.61452  0.203
H13 0.39275 -1.27635 5.20725  0.166
H14 2.17585 -2.80111 5.42998  0.464
H15 0.22602 0.03062 3.17720  0.219
H16 0.97090 0.40765 0.86041  0.216
H17 -1.35279 -1.26712 -3.48405  0.226
H18 -0.12401 0.00305 -3.58601  0.237
H19 0.85247 1.43447 -1.78200  0.233
H20 1.45164 3.81273 -1.60415  0.218

=====

- What is the formula in the third record?
  C4H8N2S

=====

- What is the formula in the sixth record?
  C22H20O5